{
  "formula": "C2H4Cl2",
  "method": "ωB97M-V/def2-TZVPD",
  "species": ["Cl", "C", "C", "Cl", "H", "H", "H", "H"],
  "positions_angstrom": [[-0.1968, 1.8933, 0.6490], [-0.0216, 0.5841, -0.5392], [-0.1178, -0.7196, 0.3215], [1.5095, -1.0611, 1.0739], [0.9334, 0.8338, -1.0014], [-0.8210, 0.8054, -1.2464], [-0.3336, -1.6024, -0.2803], [-0.9521, -0.7334, 1.0228]],
  "orbital_gap_ev": 11.6400,
  "relative_energy_ev": 0.428,
  "e_homo_ev": -10.694,
  "charge": 0
}

{
  "formula": "C19H55O27P6V",
  "method": "ωB97M-V/def2-TZVPD",
  "species": ["V", "O", "C", "O", "O", "H", "C", "O", "P", "O", "O", "C", "O", "C", "H", "H", "H", "H", "H", "H", "H", "H", "H", "C", "O", "P", "O", "O", "C", "O", "C", "H", "H", "H", "H", "H", "H", "H", "H", "H", "C", "O", "P", "O", "O", "C", "O", "C", "H", "H", "H", "H", "H", "H", "H", "H", "H", "C", "O", "P", "O", "O", "C", "O", "C", "H", "H", "H", "H", "H", "H", "H", "H", "H", "C", "O", "P", "O", "O", "C", "O", "C", "H", "H", "H", "H", "H", "H", "H", "H", "H", "C", "O", "P", "O", "O", "C", "O", "C", "H", "H", "H", "H", "H", "H", "H", "H", "H"],
  "positions_angstrom": [[-0.2275, -0.0459, 0.1362], [-0.3055, -2.1724, 3.8333], [-0.4602, -2.3157, 2.4737], [-0.6819, -1.2578, 1.8333], [-0.3949, -3.4643, 1.9985], [-0.1919, -3.0969, 4.1077], [-2.0712, 2.3999, -2.9855], [-0.9893, 3.1392, -2.4113], [0.4398, 2.4423, -2.3055], [0.4468, 1.2140, -1.4988], [0.8597, 2.1934, -3.8256], [2.1491, 1.6912, -4.1314], [1.4151, 3.6056, -1.8699], [1.2159, 4.2165, -0.6001], [-2.9856, 2.7392, -2.5030], [-1.9978, 1.3147, -2.9066], [-2.1392, 2.6646, -4.0429], [2.1816, 0.5949, -4.1557], [2.9221, 2.0897, -3.4786], [2.3429, 1.8978, -5.1866], [0.7663, 3.5790, 0.1641], [0.6369, 5.1358, -0.7024], [2.1696, 4.5274, -0.1714], [-0.8462, 4.7842, 3.4752], [-0.6984, 4.0284, 2.2596], [-1.6207, 2.7307, 2.0958], [-1.1541, 1.7211, 1.1351], [-1.7442, 2.1181, 3.5608], [-2.7308, 1.1011, 3.8107], [-3.0633, 3.3567, 1.7592], [-3.3348, 3.7430, 0.4161], [-1.7152, 4.5433, 4.0811], [-0.9795, 5.8308, 3.1901], [0.0883, 4.7132, 4.0268], [-2.5567, 0.7619, 4.8291], [-2.4834, 0.2516, 3.1660], [-3.7523, 1.4455, 3.6664], [-3.9648, 3.0017, -0.0792], [-2.4374, 3.6752, -0.2123], [-3.7310, 4.7517, 0.3790], [1.4917, -4.8572, -2.3599], [1.0045, -3.6463, -1.7658], [-0.1170, -2.7063, -2.4108], [-0.3714, -1.4685, -1.6637], [0.3412, -2.5772, -3.9085], [-0.2345, -1.6360, -4.8164], [-1.4091, -3.6517, -2.4756], [-1.7503, -4.4122, -1.2963], [1.3245, -4.8441, -3.4360], [0.9949, -5.7053, -1.8922], [2.5587, -4.9036, -2.1528], [-0.8659, -2.1861, -5.5109], [0.5458, -1.0695, -5.3197], [-0.8438, -0.8854, -4.3048], [-1.2959, -5.4059, -1.3068], [-2.8082, -4.6127, -1.4673], [-1.5169, -3.9510, -0.3375], [-6.0959, 0.7582, -0.0281], [-4.6904, 0.6821, 0.1555], [-3.8282, -0.4290, -0.5820], [-2.3967, -0.1587, -0.4471], [-4.4296, -0.3969, -2.0653], [-3.9417, -1.2963, -3.0533], [-4.3750, -1.8175, -0.0156], [-3.8304, -2.3449, 1.1960], [-6.5401, 0.0815, -0.7550], [-6.4154, 1.7584, -0.3359], [-6.5706, 0.6330, 0.9477], [-4.7059, -2.0008, -3.3861], [-3.0770, -1.8819, -2.7425], [-3.6946, -0.7208, -3.9473], [-3.3261, -1.5700, 1.7799], [-3.1391, -3.1706, 1.0503], [-4.6459, -2.6723, 1.8419], [3.3664, -1.7669, -2.3933], [3.5629, -2.5120, -1.1881], [2.9722, -1.9498, 0.1760], [1.6457, -1.3181, 0.0821], [4.0954, -0.9086, 0.6419], [5.4863, -1.1089, 0.3413], [3.1238, -3.1484, 1.1984], [2.4116, -4.3913, 1.1074], [2.9000, -0.7919, -2.2526], [2.8237, -2.4084, -3.0854], [4.3566, -1.5802, -2.8183], [5.7020, -2.0470, -0.1607], [6.0076, -0.9692, 1.2835], [5.8173, -0.3142, -0.3300], [1.4789, -4.2422, 0.5635], [2.0857, -4.6062, 2.1258], [3.0471, -5.1910, 0.7343], [4.3277, 2.3775, 0.6301], [3.5084, 2.7538, 1.7285], [2.3603, 1.7764, 2.2507], [1.5008, 1.1977, 1.1925], [3.2046, 0.7302, 3.1332], [2.6407, -0.5041, 3.5468], [1.5834, 2.6211, 3.3344], [2.1565, 2.8543, 4.6183], [5.3339, 2.1098, 0.9662], [4.4710, 3.2003, -0.0682], [3.9154, 1.4867, 0.1525], [1.5878, -0.6233, 3.2825], [2.7643, -0.6623, 4.6186], [3.1557, -1.3485, 3.0828], [1.8362, 3.7947, 5.0657], [3.2448, 2.8344, 4.6246], [1.8033, 2.0711, 5.2959]],
  "orbital_gap_ev": [7.2904, 9.4548],
  "e_homo_ev": [-8.722, -10.886],
  "multiplicity": 4,
  "charge": 1,
  "s2": 3.75
}